[1]
Entry from the OMol25 dataset: a cluster of 4 separate species, C5H18NO5 in total (ωB97M-V with the def2-TZVPD basis set).

Calculated values
total energy	-17200.598	eV
E_HOMO (spin up / spin down)	-9.73 / -9.45	eV
expectation value of S²	0.7561
E_LUMO (spin up / spin down)	0.2 / -3.7	eV
energy above the lowest of the compared OMol25 structures with the same formula, charge and spin	0.0	kJ/mol
frontier orbital gap (spin up / spin down)	9.893 / 5.783	eV
2S+1	2

XYZ file:
```
29
Properties=species:S:1:pos:R:3:forces:R:3
C 1.8203 0.6777 -0.9759 1.394 0.783 -1.209
N 1.3088 1.1770 0.2751 -0.605 -0.178 -0.883
C -0.0899 1.4828 0.3840 0.022 1.445 -0.061
C -0.7132 0.3392 1.2891 -1.540 -1.428 0.833
O -2.0840 0.4589 1.3644 0.888 1.421 -0.259
C -0.9244 1.5573 -0.9501 0.207 -2.375 0.721
O -2.2284 2.0117 -0.7373 0.267 0.760 0.360
C 3.2779 0.2439 -0.8208 0.307 1.342 -0.649
H 1.7656 1.5026 -1.7410 0.121 -0.541 0.724
H 1.3676 -0.1574 -1.5141 -0.952 -0.325 0.629
H 1.7095 0.7581 1.0991 0.090 -0.028 -0.011
H -0.1792 2.5118 0.7840 -0.359 -0.716 0.677
H -0.4756 -0.6069 0.7714 0.187 0.239 -0.175
H -0.4069 0.1903 2.3601 0.735 1.013 -0.854
H -2.5495 1.4889 0.0207 -0.411 0.226 -0.219
H -0.4236 2.1341 -1.7334 -0.183 -0.078 0.254
H -1.0549 0.4797 -1.2338 0.731 0.659 -0.595
H 3.3600 -0.5770 -0.1265 0.239 -0.173 0.144
H 3.9271 1.0933 -0.5458 -0.352 -0.325 0.357
H 3.6582 -0.0202 -1.8115 -0.084 -0.435 0.129
H -2.7874 -0.6884 1.5008 -0.901 -2.548 0.528
H -2.6864 -2.0245 2.4979 -0.207 0.331 -0.334
O -3.1133 -1.6963 1.6895 0.671 1.060 0.397
H -3.0706 -2.0312 -0.1026 -0.500 0.432 -0.503
H -2.6298 -0.8307 -0.9083 -0.015 0.201 -0.197
O -3.3090 -1.5076 -0.9019 0.365 -0.583 0.162
H 2.3285 -2.5423 -0.7300 0.208 -0.058 -0.131
H 1.6580 -2.7429 0.5989 0.578 -0.096 -0.028
O 2.5446 -2.6818 0.1981 -0.900 -0.026 0.193
```
Forces are in eV/Å.

Results of the Mulliken charge analysis, in e, for atoms 1 through 2: 0.07, -0.18

=====

[2]
Entry from the OMol25 dataset: a structure of composition C5H7NO (ωB97M-V with the def2-TZVPD basis set).

Calculated values
total energy	-8834.020	eV
E_HOMO	-10.03	eV
E_LUMO	1.0	eV
energy above the lowest of the compared OMol25 structures with the same formula, charge and spin	210.7	kJ/mol
frontier orbital gap	11.025	eV

XYZ file:
```
14
Properties=species:S:1:pos:R:3:forces:R:3
N 2.8388 0.1178 -0.2863 -0.298 -0.023 0.262
C 1.6199 -0.0505 -0.0320 0.447 0.189 -0.197
O 0.9491 -1.2514 0.1480 0.072 -0.100 -0.121
C -0.1283 -0.7011 -0.6623 -0.319 -0.145 -0.330
C -1.4025 -0.4787 0.1270 -0.118 -0.101 0.057
C -0.7760 0.8266 0.6937 0.024 0.093 0.123
C 0.3821 0.7318 -0.3528 0.124 0.143 -0.135
H 3.3070 -0.7919 -0.3128 0.043 0.174 0.267
H -0.0590 -1.1336 -1.6611 -0.351 0.007 0.064
H -1.6739 -1.2776 0.8196 0.027 0.116 -0.027
H -2.2457 -0.2695 -0.5394 0.116 -0.034 0.119
H -0.4570 0.7767 1.7369 0.009 -0.030 -0.172
H -1.4049 1.7126 0.5646 0.196 -0.163 0.014
H 0.4712 1.5338 -1.0825 0.029 -0.126 0.076
```
Forces are in eV/Å.

Results of the Mulliken charge analysis, in e, for atoms 1 through 2: -0.72, 0.42

=====

[3]
Entry from the OMol25 dataset: a cluster of 2 separate species, C5H15NP in total (ωB97M-V with the def2-TZVPD basis set).

Calculated values
total energy	-16196.080	eV
E_HOMO	-10.65	eV
E_LUMO	-4.3	eV
energy above the lowest of the compared OMol25 structures with the same formula, charge and spin	389.0	kJ/mol
net charge	+1
frontier orbital gap	6.399	eV

XYZ file:
```
22
Properties=species:S:1:pos:R:3:forces:R:3
C 1.9834 -1.7716 -0.4876 2.553 1.170 -0.413
C -2.7239 -0.7124 0.5489 -0.960 -1.355 0.657
C -2.5922 1.2465 -0.7484 -2.389 1.825 -1.422
C -0.7626 0.6724 0.7179 -2.525 -2.136 -1.077
C 1.9345 -0.2114 -0.4899 -0.566 1.336 -0.670
N -1.9355 0.4000 0.1891 2.464 2.138 0.368
P 3.1488 0.6580 0.3844 -1.702 -0.916 1.118
H 0.9096 -2.0459 -0.6352 1.290 -0.762 0.548
H 2.5983 -2.0403 0.4830 -1.947 -0.323 -1.722
H 2.6829 -2.1218 -1.3957 -1.774 0.409 1.937
H -3.5763 -0.7112 -0.1428 0.227 -0.496 0.587
H -2.0765 -1.5475 0.3806 -0.157 -1.071 0.027
H -3.0591 -0.6993 1.6028 0.148 0.143 -0.562
H -3.1630 0.7005 -1.5904 1.248 0.472 1.459
H -3.4028 1.8245 -0.1843 1.008 -0.680 -0.744
H -1.9295 1.9718 -1.2190 0.114 -0.120 0.195
H -0.2182 1.5191 0.4275 0.577 0.975 -0.137
H -0.4421 -0.0993 1.3876 0.625 0.230 0.567
H 1.7601 0.2547 -1.4902 0.115 -0.322 0.835
H 3.0834 0.3712 1.8243 0.207 0.291 -1.220
H 3.3935 2.0512 0.3600 -0.840 -0.232 -0.274
H 4.3870 0.2908 0.0773 2.284 -0.578 -0.058
```
Forces are in eV/Å.

Results of the Mulliken charge analysis, in e, for atoms 1 through 2: -0.83, -0.88

=====

[4]
Entry from the OMol25 dataset: a structure of composition C40H44N2OP2PtSSe2 (ωB97M-V with the def2-TZVPD basis set).

Calculated values
total energy	-210577.980	eV
E_HOMO	-6.41	eV
E_LUMO	0.3	eV
energy above the lowest of the compared OMol25 structures with the same formula, charge and spin	0.0	kJ/mol
frontier orbital gap	6.724	eV

XYZ file:
```
93
Properties=species:S:1:pos:R:3:forces:R:3
Pt -0.9236 0.5568 -0.6582 0.107 0.571 -0.581
Se 1.8118 0.2373 -0.5095 -0.558 0.102 0.103
P 1.3603 0.4291 1.6058 -0.047 0.045 0.524
Se -0.7136 0.4675 2.1848 0.274 0.023 0.363
C 2.2348 1.8973 2.2598 0.118 0.084 -0.057
C 3.6016 2.0247 1.9973 -0.024 0.086 0.033
C 4.3072 3.1157 2.4810 -0.029 -0.039 -0.022
C 3.6533 4.0930 3.2277 -0.066 -0.039 0.004
C 2.2963 3.9715 3.4884 -0.021 -0.160 -0.045
C 1.5844 2.8717 3.0055 0.225 0.024 0.137
C 2.1777 -0.9211 2.5336 0.046 -0.048 0.035
C 2.1385 -0.8919 3.9300 0.015 -0.068 -0.007
C 2.7300 -1.9092 4.6656 -0.025 0.042 -0.076
C 3.3585 -2.9685 4.0139 -0.021 0.031 -0.052
C 3.3941 -3.0032 2.6263 -0.074 0.086 -0.010
C 2.8052 -1.9759 1.8861 0.094 -0.140 0.165
H 4.1075 1.2674 1.4064 -0.020 0.054 0.016
H 5.3682 3.2101 2.2747 -0.088 -0.022 0.015
H 4.2069 4.9448 3.6088 -0.046 -0.055 -0.043
H 1.7848 4.7326 4.0690 0.033 -0.082 -0.021
H 0.5286 2.7527 3.2181 0.005 0.007 -0.008
H 1.6309 -0.0738 4.4335 0.058 -0.073 -0.031
H 2.7029 -1.8792 5.7494 -0.006 0.006 -0.078
H 3.8249 -3.7608 4.5903 -0.049 0.062 -0.046
H 3.8900 -3.8249 2.1188 -0.031 0.072 0.018
H 2.8350 -1.9784 0.8036 0.015 -0.031 -0.057
O -3.5746 0.0331 -1.6124 -0.413 -0.236 -0.081
C -2.8895 0.8329 -1.0376 0.671 0.117 0.136
C -3.4895 2.1588 -0.6002 -0.150 -0.728 0.142
C -4.8393 2.2664 -0.3214 -0.434 0.008 0.002
C -5.3630 3.4799 0.1173 -0.073 -0.343 -0.109
C -4.5283 4.5760 0.2511 0.155 0.165 -0.013
C -3.1749 4.4628 -0.0518 0.077 0.188 -0.030
C -2.6568 3.2440 -0.4689 0.536 0.620 0.034
P -0.9445 2.8653 -0.9839 -0.658 -0.750 -0.969
C 0.0201 4.3577 -0.5901 0.230 -0.278 0.551
C 0.1062 4.7546 0.7483 -0.059 0.013 -0.039
C 0.7755 5.9192 1.0958 -0.064 -0.025 -0.033
C 1.3837 6.6874 0.1102 -0.022 -0.047 -0.034
C 1.3328 6.2791 -1.2156 -0.040 -0.070 -0.025
C 0.6585 5.1134 -1.5686 0.025 0.147 0.013
C -1.0362 2.9559 -2.8216 -0.058 0.322 0.035
C 0.0016 2.3901 -3.5633 -0.055 0.032 -0.127
C -0.0277 2.4247 -4.9510 0.022 -0.009 0.049
C -1.1020 3.0094 -5.6153 0.029 -0.019 0.030
C -2.1340 3.5782 -4.8850 0.016 -0.003 0.145
C -2.0952 3.5645 -3.4917 0.065 -0.035 -0.069
H -5.4662 1.3881 -0.4464 0.057 0.119 0.016
H -6.4202 3.5670 0.3497 0.127 -0.030 -0.010
H -4.9326 5.5273 0.5807 0.073 -0.065 -0.003
H -2.5288 5.3274 0.0362 0.013 0.017 -0.005
H -0.3673 4.1489 1.5157 0.013 0.061 -0.066
H 0.8203 6.2310 2.1342 0.003 -0.058 -0.108
H 1.8984 7.6033 0.3763 -0.009 -0.047 -0.011
H 1.8130 6.8731 -1.9856 -0.025 -0.060 0.053
H 0.6206 4.8047 -2.6052 -0.001 0.051 0.034
H 0.8311 1.9219 -3.0477 0.007 -0.071 0.008
H 0.7858 1.9823 -5.5170 -0.074 0.034 0.055
H -1.1351 3.0170 -6.6999 0.019 -0.001 0.095
H -2.9740 4.0350 -5.3960 0.040 -0.021 0.045
H -2.9008 4.0199 -2.9279 -0.007 -0.021 -0.029
C -0.3540 -5.0942 -3.4302 0.061 0.005 0.042
C 0.7580 -5.9528 -2.8202 -0.064 0.150 -0.013
C 1.9403 -5.1813 -2.2247 -0.131 0.129 -0.153
C 1.6617 -4.4435 -0.9201 -0.115 0.243 -0.071
N 0.8981 -3.2083 -1.1316 0.163 -0.433 -0.471
C -0.1602 -2.8055 -0.4311 -0.064 0.038 0.043
S -1.3498 -1.8000 -1.1988 0.116 0.132 0.140
N -0.2786 -3.3272 0.7767 -0.352 0.213 0.630
C -1.3831 -3.1536 1.7281 0.144 -0.400 -0.146
C -1.7762 -4.4898 2.3612 0.052 -0.016 -0.184
C -2.6454 -5.4008 1.4860 0.121 0.052 -0.161
C -1.9532 -5.9659 0.2376 0.039 0.056 0.098
H -1.0516 -5.7181 -3.9937 0.046 0.039 0.038
H 0.0575 -4.3502 -4.1213 -0.040 -0.074 0.052
H -0.9354 -4.5570 -2.6784 0.062 0.013 -0.032
H 1.1545 -6.6091 -3.5978 0.000 -0.037 0.013
H 0.3366 -6.6031 -2.0468 0.009 -0.035 -0.027
H 2.3211 -4.4638 -2.9646 0.030 -0.085 0.067
H 2.7520 -5.8825 -2.0252 0.046 -0.010 -0.009
H 2.6068 -4.2188 -0.4295 0.132 0.095 0.140
H 1.0909 -5.0965 -0.2558 -0.032 -0.017 -0.023
H 0.9633 -2.7679 -2.0318 0.083 0.054 -0.193
H 0.5241 -3.8245 1.1353 -0.044 0.061 0.079
H -2.2160 -2.7135 1.1923 -0.101 0.107 -0.150
H -1.0760 -2.4443 2.4874 0.104 0.155 0.136
H -2.3228 -4.2582 3.2785 0.032 -0.038 0.004
H -0.8656 -5.0296 2.6644 -0.118 0.074 0.039
H -3.5356 -4.8407 1.1771 0.042 -0.074 0.046
H -2.9926 -6.2345 2.1012 -0.028 0.012 -0.001
H -1.7272 -5.1801 -0.4900 -0.024 -0.102 0.094
H -2.5925 -6.7006 -0.2615 0.069 0.085 0.064
H -1.0128 -6.4701 0.5050 -0.161 0.092 -0.050
```
Forces are in eV/Å.

Results of the Mulliken charge analysis, in e, for atoms 1 through 2: 1.25, -0.60

=====

[5]
Entry from the OMol25 dataset: a structure of composition C9H71F3O30Si2 (ωB97M-V with the def2-TZVPD basis set).

Calculated values
total energy	-95810.676	eV
E_HOMO	-7.75	eV
E_LUMO	-0.1	eV
frontier orbital gap	7.623	eV

XYZ file:
```
115
Properties=species:S:1:pos:R:3:forces:R:3
C -3.4209 0.4512 4.5607 0.611 0.333 -0.794
C -2.1953 0.1002 3.4975 2.025 -1.217 -2.586
C -2.5582 -1.0167 2.3325 3.952 1.890 0.055
C -1.4375 -1.4065 1.1976 0.504 2.239 2.751
C 0.0552 -0.7194 1.1863 -2.556 0.543 2.696
C 1.0817 -1.1622 -0.0336 -1.517 -0.039 0.299
Si 1.8182 0.3630 -1.0017 -1.439 -0.300 1.205
O 0.6027 1.4989 -1.5690 2.424 0.147 -2.348
Si 1.2881 2.3059 -2.9994 -0.514 -0.742 1.753
C -0.0880 3.1168 -4.1341 -1.221 0.394 -0.805
F 0.3807 4.4581 -4.6280 -2.001 -3.689 1.301
F -1.3011 3.2311 -3.2443 3.092 0.171 -3.540
F -0.3638 2.3136 -5.3651 0.150 2.716 3.620
C 0.4268 0.3545 2.3772 -3.392 -1.601 -0.185
C -0.6962 0.7665 3.5266 -1.289 -2.755 -2.889
H -3.2250 1.4913 5.1038 -0.132 -2.413 -1.076
H -3.5127 -0.4086 5.3533 0.157 1.799 -1.534
H -4.4566 0.5455 3.9777 2.491 -0.378 1.219
H -3.6270 -1.5177 2.3377 2.491 1.189 -0.166
H -1.7340 -2.2078 0.3696 0.790 2.006 2.042
H 1.9700 -1.8434 0.3109 -1.708 1.258 -0.493
H 0.4265 -1.7687 -0.8165 1.389 1.059 1.707
H 2.7597 1.1034 -0.1518 -0.071 0.047 0.107
H 2.5338 -0.1511 -2.1607 0.153 -0.126 -0.365
H 2.0839 1.3833 -3.8442 -0.492 0.040 0.013
H 2.1938 3.4124 -2.6517 -0.417 0.083 0.108
H 1.5119 0.8353 2.4039 -2.622 -1.109 0.007
H -0.4516 1.5441 4.3665 -0.414 -1.802 -1.887
O 3.0262 5.0196 -6.2902 -0.250 0.074 0.272
H 2.2658 4.5379 -5.9315 0.166 0.240 -0.132
H 2.8919 5.9295 -5.9853 0.055 -0.327 -0.118
O -3.0468 -1.2266 -1.2357 0.107 0.323 -0.557
H -2.2651 -0.6574 -1.2990 -0.260 -0.109 0.167
H -3.6525 -0.8673 -1.9013 -0.018 -0.220 0.171
O 4.3353 0.7217 -5.1473 0.204 0.320 -0.219
H 5.1170 1.2909 -5.2105 -0.228 -0.046 0.066
H 3.7296 1.0811 -5.8129 0.167 -0.249 0.108
O -5.3816 -0.6620 -3.8786 0.049 0.445 -0.073
H -6.2155 -0.2282 -3.6428 0.178 -0.158 -0.045
H -4.8189 0.0642 -4.1868 -0.153 -0.206 0.110
O 4.3441 2.8226 -1.4710 -0.050 -0.124 -0.241
H 4.8628 3.2375 -0.7654 -0.119 -0.068 -0.153
H 4.6068 3.3051 -2.2693 0.086 -0.058 0.471
O 5.7685 -1.6780 -4.4705 0.412 -0.165 -0.491
H 6.7097 -1.4856 -4.5979 -0.339 -0.060 -0.053
H 5.3188 -0.9079 -4.8496 -0.236 0.249 0.145
O 0.9088 1.7084 6.2408 0.333 0.371 0.035
H 1.3934 2.3690 5.7234 -0.160 -0.258 0.161
H 1.5992 1.2567 6.7492 -0.143 -0.132 -0.079
O 2.6572 0.0527 8.1294 0.199 -0.005 0.349
H 2.9400 -0.8724 8.0732 -0.370 0.208 -0.102
H 2.0613 0.0695 8.8932 0.222 0.052 -0.290
O -1.8264 2.2486 0.8926 0.038 0.050 -0.440
H -1.0063 2.2484 0.3764 -0.244 -0.014 0.110
H -2.0387 1.3087 0.9953 0.201 -0.053 0.225
O -6.1388 -0.5843 5.2762 -0.522 0.325 0.096
H -6.9619 -0.2297 5.6448 0.231 -0.236 -0.143
H -6.3140 -1.5327 5.1820 0.059 0.095 0.205
O 7.4353 -0.3409 -2.6268 -0.012 -0.034 0.213
H 6.6123 0.0138 -2.2583 0.135 -0.140 -0.171
H 7.2601 -1.2892 -2.7211 -0.048 0.378 0.272
O -4.5370 1.5488 0.5464 -0.345 0.261 -0.392
H -3.7553 2.1180 0.4832 0.072 0.005 0.086
H -5.1427 1.9081 -0.1191 0.173 -0.171 0.321
O -6.3991 -3.1643 6.2609 0.137 -0.564 0.298
H -6.0907 -3.2413 7.1763 -0.165 0.139 -0.182
H -6.5453 -4.0817 5.9852 -0.028 0.139 -0.112
O -7.0529 -6.3985 5.5368 -0.100 -0.365 0.151
H -7.0124 -6.7366 6.4440 0.035 0.142 -0.285
H -7.3662 -7.1551 5.0187 0.058 0.223 0.198
O 5.7965 3.5095 1.4429 -0.110 0.130 0.347
H 5.4875 4.3857 1.7181 0.108 -0.244 -0.179
H 5.7021 2.9669 2.2403 -0.016 0.093 -0.295
O 3.7857 0.3589 5.0051 0.213 -0.360 0.186
H 3.6578 0.2471 5.9591 -0.068 0.102 -0.237
H 3.9926 -0.5339 4.6904 -0.158 0.334 0.054
O -5.4517 2.9709 5.5210 0.007 -0.184 -0.112
H -4.6316 2.9707 5.0048 -0.336 0.026 0.096
H -5.6639 2.0310 5.6236 0.160 0.208 -0.066
O -6.9663 0.0298 -6.5653 0.414 0.148 0.085
H -6.4817 0.6905 -7.0827 -0.107 -0.116 0.000
H -6.2759 -0.4218 -6.0569 -0.241 -0.022 -0.097
O -4.8445 2.1188 -7.9867 0.300 0.332 0.059
H -4.3258 2.5337 -7.2811 -0.187 -0.148 -0.218
H -4.5819 2.6013 -8.7849 -0.165 -0.233 0.231
O -3.5308 -3.2259 7.3566 0.111 0.355 -0.159
H -2.7491 -2.6567 7.2933 -0.319 -0.215 0.032
H -4.1365 -2.8666 6.6910 0.160 -0.106 -0.013
O 6.3748 4.6926 -1.4299 0.508 0.378 -0.148
H 6.8594 5.3533 -1.9474 -0.207 -0.217 0.197
H 7.0652 4.2410 -0.9216 0.015 -0.089 -0.016
O -6.9166 -5.2827 2.5987 -0.164 -0.528 0.141
H -6.8762 -5.6209 3.5060 0.076 0.268 -0.205
H -7.2299 -6.0393 2.0807 0.131 0.346 0.071
O -7.2767 3.9359 3.0528 -0.127 -0.348 0.132
H -6.9684 3.8588 3.9682 0.108 -0.038 -0.163
H -7.4230 3.0185 2.7771 0.129 0.350 0.070
O 4.8674 -2.0922 -7.6630 0.025 -0.123 0.065
H 5.1758 -2.1692 -6.7475 -0.096 -0.093 -0.180
H 4.7212 -3.0096 -7.9387 0.044 0.270 0.260
O 1.0568 -2.0399 7.1905 -0.344 -0.495 0.229
H 0.2338 -1.6852 7.5591 0.307 0.023 -0.230
H 0.8816 -2.9883 7.0963 0.053 0.281 -0.047
O 3.1551 -2.8515 -4.2062 -0.060 0.360 -0.196
H 4.0962 -2.6591 -4.3335 -0.152 -0.110 0.144
H 2.7053 -2.0814 -4.5853 0.127 -0.318 0.139
O 5.9930 -4.7906 -8.0491 0.440 0.008 -0.031
H 6.4776 -4.1299 -8.5665 -0.158 -0.167 0.113
H 6.6834 -5.2422 -7.5407 -0.328 0.084 -0.111
O 8.9423 2.7315 -0.5751 -0.231 -0.294 0.146
H 8.9828 2.3934 0.3322 -0.032 0.180 -0.287
H 8.6290 1.9749 -1.0931 0.121 0.169 0.064
O 2.7250 -5.5948 -7.3683 0.161 0.379 -0.284
H 3.6662 -5.4024 -7.4957 -0.192 -0.102 0.045
H 2.2753 -4.8247 -7.7475 0.108 -0.292 0.204
```
Forces are in eV/Å.

Results of the Mulliken charge analysis, in e, for atoms 1 through 2: -0.68, 0.68